(1)
C10H21AgNO5Si2 as an isolated structure in a non-equilibrium geometry, computed with ωB97M-V with the def2-TZVPD basis set.

Its net charge is +1. As for the HOMO-LUMO gap: 7.66 eV. Its spin multiplicity is 1.

XYZ file:
```
40
Properties=species:S:1:pos:R:3:forces:R:3
C 2.72205 1.61914 0.10366 0.39 0.64 0.51
C 2.15913 -1.99701 0.01605 -0.44 -0.24 -0.09
Ag -5.61515 0.36054 -0.86874 0.66 0.06 -0.22
H 3.22737 -1.97845 0.25107 -0.05 0.07 -0.12
H -3.74770 0.85657 0.94859 0.06 0.32 0.19
N -3.66933 1.38308 -1.56046 -0.30 -0.84 0.47
C 3.59100 2.81633 0.52452 -0.26 -0.24 0.04
O -0.44799 0.41266 -2.76535 0.47 -0.62 0.18
H 1.79471 -2.97747 0.34756 0.14 0.11 0.07
C -2.70867 1.06522 0.65736 -0.08 -0.61 -0.37
H 2.78301 -1.95262 -2.07522 -0.16 0.19 0.05
H 3.02232 3.42782 1.23541 0.16 0.03 -0.12
H -1.31253 0.05281 2.78649 -0.02 -0.01 0.02
C -3.06229 -2.16695 -0.00944 -0.81 0.03 0.01
H -2.29835 -2.34333 -0.79067 -0.10 -0.19 0.04
Si 1.29336 -0.72954 1.09673 0.22 0.32 -0.11
H 3.35415 0.96416 -0.50800 -0.36 -0.05 -0.14
H -2.37735 2.01593 1.08964 -0.07 -0.04 0.02
C 2.21097 0.87866 1.34883 0.14 0.00 -0.34
C 1.86618 -1.86977 -1.48328 0.60 -0.41 0.22
Si -1.61339 -0.29963 1.38737 0.11 0.04 0.15
H -0.35242 -1.58272 -2.54372 0.32 -0.14 -0.09
H 4.51426 2.48610 1.00904 -0.08 0.03 -0.04
H -1.92185 -2.75563 1.72082 0.10 0.15 -0.11
H -1.65859 1.12645 -1.31164 -0.14 0.31 0.22
H -3.41417 -1.81724 2.04674 0.09 -0.16 -0.01
H 3.84046 3.42112 -0.34829 -0.01 -0.04 0.07
C 0.11687 -0.59386 -2.40998 -0.55 0.83 0.10
H 1.14463 -1.34988 2.43700 -0.19 -0.01 -0.02
O 1.27505 -0.59172 -1.75320 -0.12 -0.17 -0.79
C -2.55843 -1.93618 1.37202 -0.43 0.16 -0.22
C -2.63978 1.18523 -0.82525 0.07 0.45 -0.24
H 1.58988 1.59352 1.91114 0.00 -0.18 0.06
H 0.88379 2.24889 -0.13222 0.08 0.07 0.02
O -0.25283 -0.42248 0.48380 -0.02 -0.19 0.54
H 3.06809 0.66296 1.99994 -0.09 -0.04 0.00
H 1.21203 -2.68176 -1.82092 -0.09 0.23 0.06
O -4.24368 -2.09010 -0.32671 0.79 0.43 0.10
O 1.64463 2.08822 -0.69799 0.02 -0.26 -0.13
H -3.41948 1.47089 -2.54265 -0.06 -0.03 -0.01
```
Positions in Å, forces in eV/Å.

Mulliken population analysis, charges in e, atoms 1 to 5: 0.479 -0.649 0.627 0.432 0.310

=====

(2)
A 3-piece molecular cluster, C2H9NO2 overall in a non-equilibrium geometry, computed with ωB97M-V with the def2-TZVPD basis set.

As for the HOMO-LUMO gap: 8.82 eV. As for the SMILES: C=CN.O.O. Its spin multiplicity is 1.

XYZ file:
```
14
Properties=species:S:1:pos:R:3:forces:R:3
H 2.95438 -2.37802 -5.34304 -0.42 -0.01 -0.30
H -0.37666 0.26815 -1.76976 -0.28 -0.16 -0.01
H -0.05633 1.16710 5.87323 -0.10 0.22 0.18
N -0.22787 0.61499 -0.84284 0.34 0.41 0.33
H -2.85984 -0.32800 0.10787 0.31 -0.37 -1.29
O 3.12515 -1.46152 -5.13265 0.54 0.49 0.45
H 0.64749 1.08651 -0.71967 0.18 -0.03 -0.22
C -0.66852 -0.07006 0.26973 -1.19 0.73 -0.24
H -1.95534 -1.06333 1.43771 -0.14 -0.11 0.05
H -0.55941 1.65325 4.54603 -0.14 0.33 0.37
O -0.53531 1.91066 5.48361 0.23 -0.55 -0.55
H -0.08614 0.09655 1.17186 0.65 -0.67 -0.31
H 2.47688 -0.87618 -5.53302 -0.13 -0.48 -0.16
C -1.87848 -0.62010 0.45094 0.14 0.20 1.70
```
Positions in Å, forces in eV/Å.

Mulliken population analysis, charges in e, atoms 1 to 5: 0.322 0.228 0.320 -0.456 0.281

=====

(3)
A 2-piece molecular cluster, C2H5N3S overall in a non-equilibrium geometry, computed with ωB97M-V with the def2-TZVPD basis set.

As for the HOMO-LUMO gap: 7.97 eV. Its spin multiplicity is 1.

XYZ file:
```
11
Properties=species:S:1:pos:R:3:forces:R:3
C -1.01110 0.05012 -0.13659 2.02 0.86 0.41
H -1.84852 -1.61046 1.04527 -1.29 2.54 -4.69
H -2.83951 -0.34679 -0.11909 -1.85 0.36 0.58
N -2.06265 -0.94574 -0.19435 4.03 -1.49 4.29
N 1.50613 -0.35417 0.02152 7.56 7.36 -0.05
H 3.22038 0.84010 0.14510 -1.67 0.05 -0.58
H 1.64445 1.93601 -0.29729 0.45 -2.29 0.29
S -1.24139 1.74077 -0.01726 0.23 -2.45 -0.38
H 0.23122 -1.63063 -0.22049 -0.90 1.92 0.23
C 2.11352 0.89006 -0.11262 -1.16 -2.56 1.09
N 0.28747 -0.56926 -0.11420 -7.42 -4.29 -1.20
```
Positions in Å, forces in eV/Å.

Mulliken population analysis, charges in e, atoms 1 to 5: 0.372 0.324 0.325 -0.644 -0.997

=====

Values of energy above the lowest of the compared OMol25 structures with the same formula, charge and spin, in order: 0.0; 26.4; 114.4, all in kcal per mole.